(1)
Here is 8 unconnected molecules or ions with the total composition C25H61BrN14O10 from the Open Molecules 2025 dataset. Energies are from wB97M-V/def2-TZVPD.

SMILES string: COCCCCCCCCCC[C@@H]1C[C@H](CCCBr)C(=O)O1.NC(N)=O.NC(N)=O.NC(N)=O.NC(N)=O.NC(N)=O.NC(N)=O.NC(N)=O
E_HOMO in eV: -8.89
Orbital gap in Ha: 0.34241
Electronic energy in a.u.: -5082.4608
E_LUMO in eV: 0.43

The geometry in ORCA input format:
```
! wB97M-V def2-TZVPD RIJCOSX def2/J DEFGRID3
* xyz 0 1
Br -11.158 2.208 0.666
O -4.705 -0.811 -1.246
O 1.849 0.571 -4.076
O -5.624 3.388 -0.599
O -0.909 -5.177 2.678
O 6.790 -2.062 4.057
O 5.259 0.283 -0.319
O -1.730 2.008 -0.542
O 4.598 0.684 3.525
O 6.784 2.126 -3.673
O -5.987 -0.430 -3.073
N 5.278 2.672 4.383
N -3.275 2.309 -2.172
N -6.493 5.311 0.230
N -1.018 2.306 -2.677
N 3.694 1.018 -5.315
N 7.098 -1.079 6.082
N 4.547 0.967 5.770
N 8.427 -2.849 5.413
N -4.429 5.291 -0.814
N 6.906 2.480 -1.431
N 7.791 4.011 -2.920
N 0.153 -6.685 1.364
N 2.191 -0.606 -5.980
N 0.908 -6.252 3.506
C -10.204 1.821 -0.981
C 7.393 -1.999 5.109
C -0.551 -2.541 -1.107
C 7.136 2.817 -2.731
C 4.308 1.276 0.068
C 2.655 -0.303 -1.036
C -0.013 -5.985 2.528
C -5.763 -0.259 -1.911
C -5.129 -1.131 0.113
C -3.414 -2.971 -0.096
C 5.927 -0.297 0.792
C -1.987 2.199 -1.720
C 0.944 -2.208 -1.268
C -0.941 -2.540 0.388
C 4.794 1.396 4.485
C -9.119 0.729 -0.818
C 2.864 0.755 0.047
C -4.868 -2.618 0.285
C -2.379 -2.089 0.606
C 1.177 -0.686 -1.206
C -5.523 4.591 -0.406
C 2.533 0.350 -5.063
C -7.762 1.295 -1.249
C -6.538 0.480 -0.852
C -6.611 -0.650 0.187
H -0.745 -3.524 0.814
H 8.939 -2.815 6.273
H 4.673 1.540 6.582
H -0.282 -1.818 0.878
H -0.500 -6.503 0.625
H -9.413 -0.092 -1.473
H 0.558 -0.296 -0.394
H -6.428 6.296 0.400
H -5.010 -2.907 1.331
H -2.455 -1.037 0.325
H 2.635 0.308 1.018
H 8.671 -3.534 4.724
H 0.804 -0.270 -2.138
H 1.344 -2.591 -2.213
H -7.773 1.434 -2.333
H 1.525 -2.668 -0.461
H 4.283 0.829 -6.103
H -9.754 2.751 -1.321
H 3.997 1.692 -4.636
H 0.820 -5.746 4.366
H 6.440 -1.193 0.449
H 6.430 1.605 -1.233
H -5.794 1.145 -0.412
H -1.215 2.432 -3.650
H 4.409 2.134 -0.603
H -2.607 -2.137 1.681
H 7.973 4.289 -3.865
H 3.042 0.056 -1.989
H -7.648 2.280 -0.801
H 1.659 -6.906 3.397
H 8.092 4.602 -2.169
H 5.442 3.270 5.170
H -10.950 1.550 -1.722
H 6.669 0.385 1.228
H -1.111 -1.757 -1.625
H 4.564 1.626 1.074
H -6.864 -0.248 1.167
H -3.295 -2.919 -1.177
H 5.220 -0.544 1.582
H -0.064 2.172 -2.394
H 2.220 1.623 -0.118
H -7.305 4.814 0.548
H 2.741 -0.818 -6.790
H 5.468 3.015 3.460
H 3.209 -1.191 -0.729
H 7.596 -1.028 6.950
H -3.512 2.453 -3.136
H -3.205 -4.004 0.201
H -9.119 0.408 0.220
H 6.350 -0.425 5.911
H -3.697 4.769 -1.266
H -7.278 -1.479 -0.057
H -0.735 -3.521 -1.551
H -4.312 6.275 -0.665
H -5.561 -3.196 -0.330
H -4.018 2.217 -1.499
H 7.183 3.064 -0.666
H -4.589 -0.555 0.865
H 1.349 -1.122 -5.810
H 0.890 -7.346 1.214
H 4.168 0.042 5.874
*
```

Mulliken population analysis, charges in e, atoms 1 to 99: -0.215 -0.333 -0.609 -0.503 -0.611 -0.596 -0.569 -0.700 -0.498 -0.659 -0.656 -0.364 -0.139 -0.410 -0.292 -0.362 -0.353 -0.581 -0.407 -0.356 -0.284 -0.401 -0.376 -0.409 -0.418 -0.676 0.589 -0.556 0.604 -0.598 -0.346 0.680 -0.035 0.418 -0.532 -0.765 0.824 -1.243 -0.304 0.647 -0.511 -0.575 -1.124 -0.500 0.001 0.523 0.676 -0.867 1.176 -1.367 0.019 0.151 0.122 0.395 0.220 0.229 0.293 0.152 0.338 0.013 0.280 0.232 0.174 0.396 0.259 0.488 0.147 0.390 0.167 0.217 0.304 0.313 0.088 0.139 0.639 0.326 0.235 0.025 0.225 0.152 0.147 0.156 0.439 0.287 0.248 0.136 0.525 0.307 0.342 0.129 0.325 0.207 0.152 0.206 0.218 0.149 0.130 0.416 0.435

***

(2)
Here is C2H7N3O in the gas phase in a non-equilibrium geometry from the Open Molecules 2025 dataset. Energies are from wB97M-V/def2-TZVPD.

ΔE to the lowest compared entry with this formula, charge and spin in eV: 3.0107
SMILES string: [H]/N=C(\N)NOC
E_HOMO in eV: -8.67
Orbital gap in Ha: 0.35372
Electronic energy in a.u.: -319.8391
E_LUMO in eV: 0.96

The geometry in ORCA input format:
```
! wB97M-V def2-TZVPD RIJCOSX def2/J DEFGRID3
* xyz 0 1
O 1.202 -0.118 -0.937
N -2.073 -0.751 0.269
N -0.930 1.302 -0.156
N -0.029 -0.756 -0.719
C -1.106 -0.062 -0.181
C 1.818 -0.286 0.425
H -1.759 1.868 -0.063
H -2.856 -0.196 0.592
H -0.219 1.655 -0.780
H 1.327 0.370 1.144
H 1.863 -1.318 0.782
H -0.072 -1.764 -0.620
H 2.835 0.055 0.247
*
```

How is the electron density shared among the atoms? According to natural (NBO), the charges in e are: -0.369 -0.793 -0.847 -0.364 0.553 -0.267 0.392 0.340 0.400 0.194 0.185 0.389 0.187

***

(3)
Here is C3H10NO2PS in the gas phase in a non-equilibrium geometry from the Open Molecules 2025 dataset. Energies are from wB97M-V/def2-TZVPD.

ΔE to the lowest compared entry with this formula, charge and spin in eV: 0.7391
SMILES string: CO[P@](O)(=S)N(C)C
E_HOMO in eV: -8.71
Orbital gap in Ha: 0.34637
Electronic energy in a.u.: -1065.1019
E_LUMO in eV: 0.72

The geometry in ORCA input format:
```
! wB97M-V def2-TZVPD RIJCOSX def2/J DEFGRID3
* xyz 0 1
S 1.448 -2.314 -0.065
P 0.653 -0.438 -0.225
O -0.531 -0.334 -1.284
O 1.721 0.468 -0.987
N 0.114 0.482 1.126
C -0.328 -1.067 -2.479
C -0.552 -0.229 2.192
C -0.420 1.799 0.825
H 0.067 -0.082 2.997
H 0.229 2.163 0.042
H 2.643 0.480 -0.691
H 0.353 -1.811 -2.231
H -0.091 -0.331 -3.144
H -1.336 -1.536 -2.848
H -0.431 2.178 1.851
H -1.672 -0.008 2.276
H -1.421 1.947 0.522
H -0.445 -1.369 2.123
*
```

How is the electron density shared among the atoms? According to natural (NBO), the charges in e are: -0.645 1.997 -0.826 -1.019 -0.764 -0.251 -0.439 -0.411 0.206 0.220 0.527 0.213 0.185 0.182 0.202 0.199 0.187 0.237

***

(4)
Here is a molecular structure, C13H4Cl3IrN2O8 in a non-equilibrium geometry from the Open Molecules 2025 dataset. Energies are from wB97M-V/def2-TZVPD.

ΔE to the lowest compared entry with this formula, charge and spin in eV: 0.0000
<S²>: 8.812
E_HOMO (alpha / beta) in eV: -11.96 / -12.87
Orbital gap (alpha / beta) in Ha: 0.27193 / 0.15906
Electronic energy in a.u.: -2693.4109
E_LUMO (alpha / beta) in eV: -4.56 / -8.54

The geometry in ORCA input format:
```
! wB97M-V def2-TZVPD RIJCOSX def2/J DEFGRID3
* xyz 1 6
Ir -0.682 0.514 -1.752
Cl 5.497 -1.292 -3.482
Cl 1.445 1.856 -1.956
Cl 0.525 -2.919 -4.604
O 1.412 2.157 3.545
O -3.247 -1.808 0.054
O -2.159 0.220 5.866
O -0.318 -0.488 -3.328
O -0.716 1.476 -0.085
O -3.838 -0.767 4.761
O -2.516 -0.029 -1.085
O 1.242 2.731 1.341
N 0.842 2.163 2.405
N -2.735 -0.176 4.822
C 3.783 -0.990 -3.475
C 3.275 0.285 -3.151
C -2.569 -0.472 2.487
C 2.917 -2.036 -3.776
C -1.128 1.193 3.532
C -2.074 -0.097 1.239
C -0.479 1.414 2.306
C -2.679 -0.724 0.021
C -2.090 0.139 3.562
C 1.576 -1.761 -3.926
C 1.026 -0.626 -3.308
C 1.898 0.414 -2.967
C -1.070 0.960 1.083
H -0.882 1.678 4.427
H -3.475 -1.103 2.553
H 3.301 -3.022 -4.110
H 3.916 1.109 -2.998
*
```

How is the electron density shared among the atoms? According to natural (NBO), the charges in e are: 1.389 0.166 0.132 0.188 -0.316 -0.516 -0.333 -0.555 -0.558 -0.331 -0.685 -0.357 0.481 0.488 0.077 -0.184 -0.140 -0.251 -0.127 -0.139 0.084 0.728 0.070 -0.011 0.279 -0.057 0.326 0.287 0.308 0.283 0.272

***

(5)
Here is C3H4N2O2 in the gas phase from the Open Molecules 2025 dataset. Energies are from wB97M-V/def2-TZVPD.

ΔE to the lowest compared entry with this formula, charge and spin in eV: 1.6682
SMILES string: Nc1coc(=O)[nH]1
E_HOMO in eV: -8.70
Orbital gap in Ha: 0.34370
Electronic energy in a.u.: -376.7025
E_LUMO in eV: 0.66

The geometry in ORCA input format:
```
! wB97M-V def2-TZVPD RIJCOSX def2/J DEFGRID3
* xyz 0 1
O -0.894 -1.575 -0.098
O -1.248 -1.495 2.162
N 0.234 -0.086 1.045
N 0.700 1.521 -0.703
C -0.249 -0.743 -0.979
C -0.680 -1.091 1.183
C 0.409 0.218 -0.320
H -0.414 -0.899 -2.033
H 0.749 0.297 1.820
H 1.530 1.810 -1.181
H -0.136 2.044 -0.896
*
```

How is the electron density shared among the atoms? According to natural (NBO), the charges in e are: -0.459 -0.601 -0.625 -0.869 0.058 0.855 0.215 0.212 0.429 0.396 0.389

***

(6)
Here is a molecular structure, C25H71AlI2NO5P2Si6 in a non-equilibrium geometry from the Open Molecules 2025 dataset. Energies are from wB97M-V/def2-TZVPD.

E_HOMO in eV: -4.27
Orbital gap in Ha: 0.22764
Electronic energy in a.u.: -4684.1830
E_LUMO in eV: 1.93

The geometry in ORCA input format:
```
! wB97M-V def2-TZVPD RIJCOSX def2/J DEFGRID3
* xyz -1 1
I 2.124 -1.275 -0.934
I -1.013 -2.528 -2.067
P 4.487 -0.375 -4.356
P 2.533 2.642 -2.667
Si 0.817 -0.348 7.463
Si -2.015 3.836 -6.655
Si -3.975 5.227 -8.601
Si -1.599 -7.124 4.121
Si -0.422 -4.623 2.737
Si 0.470 1.566 9.866
Al 2.423 0.628 -3.914
O 0.842 0.207 9.018
O 1.975 3.908 -3.565
O -2.787 4.228 -8.065
O 1.455 2.546 -1.423
O -0.510 -6.145 3.377
N 3.935 3.078 -2.142
C -5.591 4.840 -7.736
C 4.439 1.070 -6.824
C -3.248 3.179 -5.406
C 1.446 -2.103 7.389
C -0.455 -0.842 -4.533
C 5.645 -0.382 -2.891
C 0.180 -1.185 -3.228
C -1.664 -4.428 1.354
C 1.318 -0.704 -2.827
C -4.220 5.012 -10.439
C -0.790 -3.349 4.059
C 1.488 3.013 9.255
C 5.364 0.364 -5.825
C -1.345 1.982 9.666
C -0.726 2.531 -6.961
C 5.708 -1.800 -2.254
C 1.904 0.717 6.377
C -2.196 -6.338 5.714
C 1.281 -4.299 2.060
C -0.930 -0.310 6.793
C -0.817 -8.770 4.528
C -3.525 7.013 -8.266
C -1.184 5.351 -5.934
C -3.075 -7.423 3.010
C 0.825 1.312 11.681
H 5.031 -2.481 -2.739
H 0.249 -0.854 -5.343
H -3.633 -6.500 2.840
H -2.729 2.832 -4.510
H 1.533 -5.005 1.266
H -1.173 1.619 -7.363
H -0.965 0.110 -4.487
H 6.170 1.024 -5.547
H 5.351 0.300 -2.111
H -1.575 2.253 8.634
H 1.312 3.893 9.878
H -0.598 5.083 -5.054
H -6.403 5.434 -8.161
H -1.610 -0.859 7.449
H -4.507 3.986 -10.681
H -3.812 2.340 -5.820
H -2.760 -5.425 5.514
H 0.037 -8.646 5.197
H -1.209 -1.583 -4.744
H -4.266 7.683 -8.710
H -1.614 2.826 10.305
H -1.919 6.101 -5.633
H -0.472 -9.276 3.624
H -1.539 -3.458 0.871
H 0.575 2.217 12.238
H 1.230 3.270 8.227
H 1.632 0.943 -5.262
H -5.528 5.066 -6.670
H 1.881 1.090 11.848
H -1.824 -3.425 4.403
H 0.234 0.488 12.087
H -3.488 7.214 -7.194
H -2.846 -7.027 6.258
H -1.296 0.715 6.707
H -3.959 3.952 -5.106
H -3.753 -8.149 3.464
H -1.528 -5.207 0.600
H -2.549 7.253 -8.691
H 5.836 -0.454 -6.343
H -1.971 1.131 9.941
H -0.134 -3.486 4.921
H 2.916 0.782 6.783
H 2.041 -4.379 2.841
H 0.031 2.881 -7.666
H 6.726 -2.161 -2.271
H 4.616 2.129 -6.796
H 1.325 -3.292 1.641
H 1.966 0.296 5.372
H 1.038 3.750 -3.772
H -5.011 5.678 -10.790
H 3.397 0.841 -6.677
H 5.417 -1.734 -1.216
H -1.545 -9.415 5.022
H 4.601 2.374 -2.443
H -2.758 -7.810 2.040
H 4.692 0.735 -7.819
H -1.353 -6.082 6.359
H 2.473 -2.170 7.753
H -5.845 3.784 -7.844
H 2.554 2.778 9.289
H -2.688 -4.493 1.730
H 0.676 2.072 -1.756
H -0.220 2.275 -6.027
H 1.507 1.731 6.294
H -3.307 5.248 -10.989
H 0.827 -2.771 7.992
H -0.511 5.808 -6.663
H 1.426 -2.458 6.358
H -0.637 -2.341 3.666
H 6.632 -0.173 -3.275
H -0.967 -0.768 5.803
*
```

Mulliken population analysis, charges in e, atoms 1 to 99: 0.046 -0.008 0.241 1.035 0.433 0.372 0.442 0.456 0.334 0.442 -0.759 -0.435 -0.486 -0.462 -0.435 -0.393 -1.015 -1.020 -0.929 -1.036 -0.857 -1.267 -0.507 0.426 -0.831 -0.123 -1.048 -0.919 -1.012 -0.694 -1.018 -0.540 -1.063 -1.005 -1.012 -0.824 -0.857 -1.044 -1.018 -0.896 -1.019 -1.039 0.301 0.265 0.297 0.431 0.306 0.330 0.223 0.415 0.302 0.301 0.380 0.308 0.383 0.279 0.281 0.290 0.296 0.278 0.500 0.380 0.381 0.293 0.282 0.200 0.299 0.299 -0.264 0.297 0.282 0.408 0.281 0.298 0.389 0.316 0.330 0.380 0.326 0.279 0.400 0.279 0.113 0.285 0.307 0.330 0.333 0.260 0.066 0.392 0.205 0.299 0.096 0.233 0.299 0.280 0.282 0.359 0.266